The following is a quantum chemistry calculation of a 11-piece molecular cluster, C11H44N22O11 overall at a distorted geometry, from OMol25.

Last column: Löwdin charge in e.
Positions of all 88 atoms, in Å:
N -1.0207 -0.4286 3.2130  0.181
C -0.9868 -0.7093 4.5322  -0.671
N -1.7472 0.1407 5.3214  0.150
O -0.3617 -1.6429 5.0306  0.010
H -1.7428 0.1735 2.8503  0.084
H -0.6163 -1.0438 2.5220  0.106
H -1.7437 -0.0298 6.3083  0.103
H -2.3438 0.7545 4.7985  0.083
N -4.4943 -3.6557 0.6931  0.125
C -4.1872 -3.2041 -0.5775  -0.671
N -3.0593 -2.4339 -0.6298  0.167
O -4.8833 -3.4942 -1.5361  0.032
H -5.3092 -4.2473 0.6769  0.095
H -3.7280 -4.0103 1.2441  0.092
H -2.5841 -2.2313 -1.4899  0.075
H -2.5390 -2.2942 0.2184  0.090
N 1.4996 6.4828 2.8162  0.154
C 1.7495 6.0572 1.5455  -0.694
N 1.7513 4.7374 1.3424  0.169
O 2.0473 6.8763 0.6574  -0.017
H 1.1822 5.8654 3.5421  0.094
H 1.2999 7.4639 2.9020  0.105
H 1.5681 4.0764 2.0734  0.105
H 1.6980 4.5396 0.3541  0.068
N 3.2057 0.1983 2.5045  0.163
C 2.3773 -0.6969 3.1326  -0.640
N 2.0369 -0.3213 4.4048  0.163
O 1.9411 -1.6899 2.5646  0.006
H 3.5503 0.1566 1.5609  0.092
H 3.5376 0.9436 3.0887  0.084
H 2.4109 0.5348 4.7645  0.087
H 1.2299 -0.7666 4.8558  0.062
N -4.0980 0.6380 0.8323  0.168
C -3.4461 1.4531 -0.0478  -0.649
N -3.4435 2.7659 0.2905  0.161
O -2.9629 1.0376 -1.1025  -0.005
H -4.6189 1.0398 1.5824  0.092
H -4.1192 -0.3102 0.4802  0.090
H -2.9917 3.4387 -0.3385  0.069
H -3.8670 3.0512 1.1514  0.090
N -0.9717 6.2129 -0.2959  0.170
C -0.6245 5.0640 -0.9518  -0.634
N 0.6638 4.9674 -1.3480  0.155
O -1.4258 4.1348 -1.1411  -0.010
H -0.7016 7.0717 -0.7539  0.111
H -1.8578 6.3072 0.1665  0.105
H 1.3113 5.7376 -1.2189  0.100
H 0.8152 4.1593 -1.9297  0.111
N -0.9513 1.8623 -3.4799  0.165
C -0.4409 0.8759 -4.2774  -0.646
N 0.4730 1.2786 -5.1792  0.165
O -0.8722 -0.2675 -4.1268  0.011
H -1.7565 1.7715 -2.8790  0.073
H -0.6304 2.8069 -3.6099  0.076
H 0.8169 2.2185 -5.1225  0.091
H 0.6935 0.7626 -6.0092  0.110
N 4.1612 -2.7435 1.0956  0.130
C 4.9064 -2.3861 -0.0023  -0.655
N 4.2502 -1.5101 -0.8266  0.152
O 6.1040 -2.6359 -0.1117  0.008
H 4.5293 -3.4891 1.6586  0.108
H 3.3391 -2.2037 1.3348  0.033
H 3.2736 -1.4705 -1.0900  0.049
H 4.9096 -1.2093 -1.5341  0.099
N 1.2244 -3.4497 -0.3043  0.171
C 1.5034 -4.7256 0.0865  -0.671
N 2.2458 -4.7843 1.2328  0.144
O 1.1821 -5.7397 -0.5301  -0.010
H 1.5968 -2.6335 0.1436  0.037
H 0.6096 -3.3459 -1.1027  0.045
H 2.2810 -5.7422 1.5422  0.100
H 2.7743 -4.0109 1.5826  0.031
N -0.9304 -3.1981 -4.7385  0.177
C -0.7451 -3.8825 -3.5792  -0.607
N -0.6514 -5.2405 -3.6860  0.173
O -0.5925 -3.2984 -2.5004  -0.026
H -1.0724 -3.7454 -5.5636  0.097
H -1.1028 -2.2201 -4.5905  0.060
H -0.8297 -5.8148 -2.8844  0.108
H -0.3934 -5.5820 -4.5915  0.094
N 0.4585 1.1219 -0.4002  0.174
C 0.4745 -0.1586 -0.8343  -0.637
N -0.6743 -0.6640 -1.3171  0.189
O 1.4972 -0.8623 -0.8037  -0.041
H -0.2681 1.7767 -0.6536  0.066
H 1.3589 1.4574 -0.0989  0.091
H -1.5512 -0.1683 -1.2696  0.044
H -0.6008 -1.6197 -1.6394  0.051

Its relative energy (zero: lowest compared OMol25 entry of this formula, charge and spin) is 34.3 kcal/mol. As for the SMILES: NC(N)=O.NC(N)=O.NC(N)=O.NC(N)=O.NC(N)=O.NC(N)=O.NC(N)=O.NC(N)=O.NC(N)=O.NC(N)=O.NC(N)=O. For the HOMO energy, the calculation gives -8.189 eV. The calculation puts the total energy at -67437.206 eV. The LUMO energy comes out at -0.473 eV.

***

The following is a quantum chemistry calculation of a 12-piece molecular cluster, C11H46N22O12 overall at a distorted geometry, from OMol25.

Last column: Löwdin charge in e.
Positions of all 91 atoms, in Å:
N -4.1533 1.3769 -2.2371  0.162
C -3.5855 0.8933 -1.0630  -0.648
N -2.2476 0.7545 -0.9190  0.208
O -4.3213 0.5223 -0.1420  -0.041
H -5.1823 1.3338 -2.2784  0.118
H -3.7415 1.6375 -3.1029  0.086
H -1.8534 0.3080 -0.1064  0.077
H -1.7238 0.9475 -1.7472  0.061
N -2.3074 -4.1021 -1.3745  0.143
C -1.0766 -3.5307 -1.1504  -0.687
N -0.0141 -4.3245 -1.3198  0.195
O -1.0035 -2.3509 -0.7824  -0.006
H -2.9746 -3.4200 -0.9973  0.059
H -2.5537 -5.0083 -1.0420  0.088
H 0.9091 -3.9720 -1.2491  0.029
H -0.1551 -5.2953 -1.5166  0.105
N -0.2149 -1.9971 -4.4002  0.189
C -1.2185 -1.2404 -3.9408  -0.647
N -2.4839 -1.7712 -3.8490  0.178
O -1.0988 -0.0930 -3.5003  -0.030
H -0.2691 -2.9936 -4.4055  0.105
H 0.7178 -1.6378 -4.5365  0.106
H -2.8631 -1.3351 -3.0310  0.083
H -2.6379 -2.7363 -3.9717  0.076
N -1.0764 -4.6694 2.3675  0.164
C -0.0388 -3.8274 2.8363  -0.615
N -0.1847 -2.4657 2.5485  0.135
O 0.9286 -4.2330 3.4760  -0.009
H -0.9433 -5.6101 2.7365  0.106
H -1.9846 -4.2787 2.1202  0.045
H -1.1267 -2.1460 2.2643  0.055
H 0.1849 -1.8164 3.2323  0.099
N 2.4234 4.1416 -1.9204  0.117
C 3.3115 4.1924 -2.9658  -0.665
N 4.1117 3.0435 -3.0707  0.173
O 3.3824 5.1939 -3.6533  0.022
H 2.8151 3.7639 -1.0390  0.049
H 1.9519 5.0439 -1.7333  0.119
H 4.5928 3.0719 -3.9554  0.100
H 3.9271 2.2488 -2.5202  0.041
N 3.3768 -2.7358 0.6537  0.190
C 2.8931 -3.8301 0.0607  -0.695
N 2.6818 -4.8769 0.8220  0.202
O 2.7092 -3.8455 -1.1797  -0.039
H 3.7471 -2.6316 1.6014  0.134
H 3.2693 -1.9491 0.0262  0.084
H 2.4308 -5.7208 0.3281  0.124
H 2.3932 -4.6965 1.7587  0.074
N -4.3338 -2.3542 0.3194  0.159
C -3.8664 -2.6572 1.5608  -0.713
N -3.2208 -1.6954 2.2193  0.179
O -3.8865 -3.7676 2.0212  0.026
H -5.2356 -2.7929 0.1015  0.130
H -4.3536 -1.3913 0.0107  0.052
H -3.0521 -1.9674 3.1588  0.111
H -3.3212 -0.7054 1.9777  0.110
N -2.6398 3.1394 1.5615  0.152
C -2.5701 3.5345 2.9337  -0.652
N -2.0569 2.5424 3.7000  0.154
O -2.8936 4.6293 3.3645  0.026
H -2.8222 2.1915 1.4283  0.025
H -3.2140 3.7546 0.9979  0.103
H -1.9276 2.7236 4.6899  0.120
H -1.6955 1.7203 3.2720  0.041
N 1.3225 -0.0664 1.1338  0.184
C 0.3990 0.9013 1.3429  -0.586
N 0.6747 2.2257 1.0528  0.182
O -0.7416 0.6319 1.8968  -0.110
H 2.1464 0.1136 0.5114  0.086
H 1.1256 -1.0459 1.4421  0.083
H -0.1807 2.7711 1.0066  0.090
H 1.6056 2.4293 0.6884  0.071
N 4.4234 5.4968 0.5921  0.165
C 3.8212 4.4776 1.2254  -0.720
N 3.3566 4.6575 2.4463  0.178
O 3.6604 3.4027 0.6696  -0.007
H 4.9799 6.1803 1.1266  0.122
H 4.9337 5.2692 -0.2529  0.112
H 2.6660 3.9436 2.6906  0.086
H 3.0086 5.5641 2.7171  0.112
N 1.1122 1.1766 -2.2288  0.205
C 2.0453 0.2414 -1.9773  -0.683
N 1.8662 -1.0105 -2.4204  0.197
O 3.0545 0.5005 -1.3104  -0.030
H 1.2762 2.1068 -1.9475  0.053
H 0.3466 0.9808 -2.8737  0.069
H 2.4444 -1.6685 -2.0069  0.044
H 0.8812 -1.2624 -2.3554  0.076
O 0.7452 4.0468 3.9386  -0.093
H -0.1847 4.4673 3.9904  0.076
H 0.5784 3.2327 3.4535  -0.004

Its relative energy (zero: lowest compared OMol25 entry of this formula, charge and spin) is 0.0 kcal/mol. As for the SMILES: NC(N)=O.NC(N)=O.NC(N)=O.NC(N)=O.NC(N)=O.NC(N)=O.NC(N)=O.NC(N)=O.NC(N)=O.NC(N)=O.NC(N)=O.O. For the HOMO energy, the calculation gives -9.554 eV. The calculation puts the total energy at -69519.102 eV. The LUMO energy comes out at 0.330 eV.

***

The following is a quantum chemistry calculation of C11H4F3IrN10OS5 as an isolated structure at a distorted geometry, from OMol25.

Last column: natural (NBO) charge in e.
Positions of all 35 atoms, in Å:
Ir 0.4275 -0.4546 0.6118  0.953
O 7.5787 -0.2490 0.4334  -0.617
C 6.3748 -0.2779 0.4773  0.183
S 5.3348 -0.2904 -0.9464  0.294
C 3.7747 -0.3082 -0.1138  -0.445
C 3.8228 -0.3236 1.2505  -0.415
S 2.4830 -0.3469 2.3056  -0.122
S 5.4384 -0.3133 1.9697  0.301
S 2.3637 -0.2951 -1.0690  -0.155
N -1.5285 -0.3709 3.5892  -0.596
C -1.2335 0.8453 3.0523  0.438
N -1.5914 1.9872 3.6370  -0.403
N -1.1605 2.9338 2.8080  -0.122
N -0.5847 2.4197 1.7856  -0.142
N -0.6019 1.0882 1.8865  -0.398
C -1.2245 -1.6082 3.1026  0.434
N -1.6194 -2.7219 3.7117  -0.406
N -1.1454 -3.7052 2.9490  -0.126
N -0.5110 -3.2377 1.9425  -0.112
N -0.5268 -1.9050 1.9847  -0.396
H -2.0494 -0.3576 4.4507  0.417
F -1.4299 -1.7814 -4.5285  -0.323
C -2.3664 -0.9705 -4.0068  0.987
F -2.9991 -0.4490 -5.0956  -0.355
F -3.2924 -1.7632 -3.4370  -0.324
C -1.8406 0.0947 -3.1077  -0.265
C -2.0060 1.4268 -3.4356  -0.116
C -1.5258 2.4062 -2.5776  -0.339
C -0.8961 2.0022 -1.4070  0.096
N -0.7334 0.7377 -1.0871  -0.516
C -1.1759 -0.2480 -1.9004  0.080
S -0.8840 -1.8276 -1.3779  -0.151
H -2.5103 1.6939 -4.3542  0.215
H -1.6406 3.4506 -2.8159  0.209
H -0.5208 2.7173 -0.6880  0.237

Its total charge is -2. For the HOMO energy (spin up / spin down), the calculation gives -1.635 / -1.554 eV. The calculation puts the total energy at -93589.676 eV. The LUMO energy (spin up / spin down) comes out at 4.475 / 4.506 eV.

***

The following is a quantum chemistry calculation of C11H4F6MnNO8 as an isolated structure at a distorted geometry, from OMol25.

Last column: Löwdin spin population.
Positions of all 31 atoms, in Å:
Mn 0.2926 -0.6615 -0.4170  1.125
O -1.8785 0.0040 2.9468  0.001
C -1.1828 0.0022 1.8498  0.002
O -0.8189 -1.0200 1.2610  -0.007
C -0.8156 1.3243 1.2841  -0.001
C -1.1026 2.5989 1.7204  0.000
C -0.6244 3.6655 0.9465  0.001
C 0.1071 3.4343 -0.2086  0.000
C 0.3556 2.1141 -0.5691  0.000
N -0.1077 1.1358 0.1729  -0.008
C 1.1259 1.5768 -1.7434  0.003
O 1.6697 2.2309 -2.5693  0.018
O 1.1539 0.2082 -1.7267  0.040
H -2.0635 -0.9083 3.2347  0.000
H -1.6787 2.7575 2.6208  0.000
H -0.8315 4.6800 1.2582  0.000
H 0.4899 4.2352 -0.8264  0.000
F 4.6035 -1.1664 0.5356  0.000
C 3.6945 -2.1145 0.7445  -0.001
F 3.6202 -2.3718 2.0482  0.000
F 4.0304 -3.2103 0.0904  -0.001
C 2.3283 -1.5975 0.2612  0.002
O 1.7065 -2.0927 -0.6983  -0.066
O 1.7784 -0.6060 0.8203  -0.022
F -3.8594 -1.9598 -1.4340  0.000
C -2.7926 -2.2914 -2.1650  -0.001
F -2.9122 -1.7664 -3.3764  -0.001
F -2.7050 -3.6070 -2.2481  -0.001
C -1.5432 -1.7104 -1.4777  0.002
O -0.6488 -2.4147 -0.9642  -0.083
O -1.3912 -0.4691 -1.3710  -0.002

Its total charge is +1. Its relative energy (zero: lowest compared OMol25 entry of this formula, charge and spin) is 4.2 kcal/mol. For the HOMO energy (spin up / spin down), the calculation gives -14.718 / -14.685 eV. The calculation puts the total energy at -76960.792 eV. Its spin multiplicity is 2. The LUMO energy (spin up / spin down) comes out at -7.151 / -6.087 eV.